{"formula": "C20H36NOP2Zn", "method": "wB97M-V/def2-TZVPD", "elements": ["P", "P", "C", "C", "H", "H", "H", "H", "C", "H", "H", "H", "C", "H", "H", "H", "C", "H", "H", "H", "C", "H", "H", "H", "Zn", "C", "C", "C", "C", "C", "C", "C", "C", "C", "H", "H", "H", "H", "H", "H", "H", "H", "H", "H", "H", "H", "H", "H", "H", "O", "N", "C", "C", "C", "C", "C", "H", "H", "H", "H", "H"], "positions_angstrom": [[1.09, -0.29, -4.50], [1.58, 2.58, -3.49], [1.28, 1.04, -5.79], [1.93, 2.33, -5.29], [0.23, 1.24, -6.09], [1.81, 0.63, -6.65], [3.01, 2.33, -5.49], [1.51, 3.23, -5.76], [-0.27, 2.64, -3.44], [-0.56, 3.01, -2.45], [-0.74, 1.65, -3.53], [-0.65, 3.32, -4.22], [2.08, 4.30, -3.25], [1.85, 4.82, -4.18], [3.15, 4.39, -3.04], [1.50, 4.75, -2.44], [0.03, -1.30, -5.61], [-0.31, -2.22, -5.13], [0.63, -1.57, -6.50], [-0.85, -0.74, -5.95], [2.58, -1.38, -4.53], [3.19, -1.17, -3.64], [3.15, -1.19, -5.45], [2.21, -2.42, -4.48], [1.83, 0.65, -2.61], [-3.11, -0.51, -3.48], [-3.15, -0.74, -4.80], [-3.49, -2.02, -5.49], [-3.63, -3.23, -4.55], [-2.30, -3.85, -4.31], [-1.40, -3.48, -3.38], [-1.45, -2.30, -2.46], [-2.74, -1.44, -2.34], [3.02, -0.10, -1.23], [-3.25, 0.53, -3.13], [-3.06, 0.13, -5.49], [-2.76, -2.26, -6.28], [-4.43, -1.87, -6.03], [-4.08, -2.92, -3.62], [-4.28, -3.96, -5.05], [-2.12, -4.74, -4.94], [-0.55, -4.15, -3.19], [-0.57, -1.65, -2.66], [-1.25, -2.70, -1.45], [-3.57, -2.07, -1.99], [-2.54, -0.78, -1.48], [4.04, 0.09, -1.58], [2.84, -1.16, -1.06], [2.85, 0.49, -0.32], [1.43, 2.65, 0.05], [0.98, 2.32, 1.24], [-0.35, 2.03, 1.40], [-0.85, 1.78, 2.67], [-0.01, 1.83, 3.78], [1.35, 2.07, 3.58], [1.83, 2.29, 2.31], [-0.96, 2.05, 0.50], [-1.91, 1.57, 2.75], [-0.41, 1.67, 4.78], [2.05, 2.10, 4.41], [2.88, 2.53, 2.10]], "spin_multiplicity": 2, "e_lumo_ev": [0.407, 0.379], "homo_lumo_gap_ev": [3.7239, 8.3330], "e_above_lowest_ev": 0.000, "e_homo_ev": [-3.32, -7.95]}

---

{"formula": "C4H12", "method": "wB97M-V/def2-TZVPD", "elements": ["C", "C", "H", "H", "H", "H", "H", "H", "C", "C", "H", "H", "H", "H", "H", "H"], "positions_angstrom": [[-1.40, 1.28, -0.15], [-0.44, 2.29, 0.50], [-2.44, 1.53, 0.02], [-1.23, 1.11, -1.21], [-1.22, 0.30, 0.29], [-0.85, 3.29, 0.42], [0.47, 2.33, -0.10], [-0.13, 2.07, 1.51], [0.53, -2.41, -0.35], [1.37, -1.16, 0.05], [0.56, -2.54, -1.42], [0.80, -3.28, 0.23], [-0.52, -2.23, -0.07], [2.40, -1.47, -0.09], [1.01, -0.77, 1.00], [1.09, -0.35, -0.63]], "spin_multiplicity": 1, "e_lumo_ev": 1.138, "homo_lumo_gap_ev": 12.9639, "smiles": "CC.CC", "e_above_lowest_ev": 0.337, "e_homo_ev": -11.83}

---

{"formula": "C6H15N", "method": "wB97M-V/def2-TZVPD", "elements": ["C", "N", "C", "C", "C", "C", "C", "H", "H", "H", "H", "H", "H", "H", "H", "H", "H", "H", "H", "H", "H", "H"], "positions_angstrom": [[-1.55, 0.32, -0.96], [-0.23, -0.31, -0.94], [0.83, 0.50, -0.63], [2.16, -0.27, -0.41], [2.95, 0.17, 0.81], [-2.17, 0.39, 0.44], [-2.12, -1.01, 1.15], [-2.24, -0.17, -1.67], [-1.49, 1.32, -1.34], [0.55, 1.71, 1.11], [1.02, 1.41, -1.20], [0.21, 0.47, 0.36], [1.75, -1.26, -0.15], [2.65, -0.33, -1.39], [2.49, -0.07, 1.78], [3.08, 1.25, 0.85], [3.94, -0.32, 0.78], [-1.44, 0.97, 1.03], [-3.15, 0.86, 0.45], [-2.57, -1.75, 0.47], [-1.08, -1.29, 1.21], [-2.67, -0.99, 2.08]], "spin_multiplicity": 1, "e_lumo_ev": -0.599, "homo_lumo_gap_ev": 7.3946, "e_above_lowest_ev": 6.486, "e_homo_ev": -7.99}

---

{"formula": "C13H24Cl3N3NaO3Ta", "method": "wB97M-V/def2-TZVPD", "elements": ["N", "C", "O", "Na", "Ta", "N", "N", "C", "C", "C", "C", "C", "C", "C", "C", "H", "H", "H", "H", "H", "H", "H", "H", "H", "H", "H", "H", "H", "H", "H", "H", "H", "H", "C", "H", "H", "H", "C", "H", "H", "H", "Cl", "C", "Cl", "Cl", "C", "O", "O"], "positions_angstrom": [[0.66, -0.39, -1.59], [3.36, -1.22, -3.12], [3.33, -2.13, -3.80], [-0.86, -1.99, -2.14], [0.04, 0.00, 0.06], [-1.96, 0.02, -0.46], [0.66, 1.87, 0.39], [-2.66, 0.83, -1.50], [1.57, 2.77, -0.32], [-4.13, 0.41, -1.79], [-2.66, 2.25, -0.97], [-1.94, 0.78, -2.85], [2.97, 2.16, -0.30], [1.63, 4.17, 0.31], [1.12, 2.93, -1.76], [-4.28, -0.67, -1.86], [-4.48, 0.81, -2.76], [-4.84, 0.83, -1.06], [-3.19, 2.30, 0.00], [-3.15, 2.93, -1.68], [-1.63, 2.60, -0.80], [-0.86, 0.98, -2.77], [-2.36, 1.56, -3.51], [-2.08, -0.18, -3.38], [3.28, 1.96, 0.73], [3.68, 2.87, -0.75], [3.00, 1.22, -0.87], [2.13, 4.16, 1.29], [0.64, 4.61, 0.40], [2.22, 4.84, -0.34], [1.84, 3.57, -2.29], [0.14, 3.42, -1.80], [1.09, 1.96, -2.28], [-2.83, -0.40, 0.65], [-2.54, -1.37, 1.07], [-2.83, 0.36, 1.43], [-3.87, -0.51, 0.31], [0.32, 2.24, 1.76], [-0.24, 1.45, 2.28], [1.22, 2.45, 2.35], [-0.29, 3.15, 1.78], [0.30, -5.21, 2.42], [1.22, -3.72, 2.10], [1.75, -2.99, 3.65], [2.66, -4.11, 1.09], [0.34, -2.63, 1.32], [-0.75, -2.89, 0.79], [0.89, -1.46, 1.26]], "spin_multiplicity": 1, "e_lumo_ev": [-11.712, -11.703], "homo_lumo_gap_ev": [4.0660, 4.0752], "e_above_lowest_ev": 3.492, "e_homo_ev": [-15.78, -15.78], "charge": 2}

---

{"formula": "ClN2O6Tl", "method": "wB97M-V/def2-TZVPD", "elements": ["Tl", "N", "O", "O", "O", "N", "O", "O", "O", "Cl"], "positions_angstrom": [[-6.85, -1.12, -1.08], [-1.44, 0.11, -0.89], [-1.27, 0.79, -1.89], [-2.39, -0.52, -0.68], [-0.40, -0.04, -0.32], [4.13, 1.17, 0.63], [3.88, -0.07, 0.61], [3.64, 1.66, 1.65], [4.77, 1.72, -0.16], [-4.06, -3.70, 2.14]], "spin_multiplicity": 1, "e_lumo_ev": -6.107, "homo_lumo_gap_ev": 1.9346, "e_above_lowest_ev": 3.061, "e_homo_ev": -8.04}

---

{"formula": "C2H10O5", "method": "wB97M-V/def2-TZVPD", "elements": ["H", "O", "O", "H", "H", "C", "O", "C", "H", "H", "H", "O", "H", "H", "O", "H", "H"], "positions_angstrom": [[-0.65, -1.59, -1.08], [-1.58, -1.94, -0.24], [-0.22, -0.52, -1.62], [-1.53, -0.98, 0.32], [-0.91, -2.38, 0.49], [-0.42, 0.52, -0.93], [-0.98, 0.49, 0.25], [0.14, 1.69, -1.55], [0.96, 2.11, -0.82], [0.63, 1.33, -2.42], [-0.40, 2.72, -1.79], [1.21, -2.63, 1.01], [1.94, -2.54, 0.49], [1.65, -2.53, 1.87], [0.51, 2.23, 1.97], [-0.14, 1.94, 2.68], [-0.21, 2.09, 1.36]], "spin_multiplicity": 1, "e_lumo_ev": 0.345, "homo_lumo_gap_ev": 10.8440, "e_above_lowest_ev": 2.507, "e_homo_ev": -10.50}

---

{"formula": "C3H10NO3S", "method": "wB97M-V/def2-TZVPD", "elements": ["O", "C", "N", "C", "C", "S", "H", "H", "H", "H", "H", "H", "H", "H", "O", "H", "H", "O"], "positions_angstrom": [[1.98, 1.78, 0.42], [1.09, 1.47, -0.34], [0.48, 0.25, -0.32], [-0.72, 0.11, -1.14], [-1.79, -0.78, -0.44], [-1.03, -2.23, 0.46], [0.90, 2.10, -1.22], [0.81, -0.42, 0.35], [-0.38, -0.12, -2.14], [-1.25, 1.07, -1.29], [-2.46, -1.32, -1.09], [-2.27, -0.03, 0.18], [5.87, 2.68, 0.08], [4.98, 2.24, -0.99], [5.85, 2.66, -0.89], [-4.29, -3.75, 2.36], [-3.43, -2.77, 3.08], [-4.34, -2.95, 2.92]], "spin_multiplicity": 2, "e_lumo_ev": [0.508, -2.712], "homo_lumo_gap_ev": [10.4829, 7.0367], "e_above_lowest_ev": 0.946, "e_homo_ev": [-9.98, -9.75]}

---

{"formula": "C55H37Br2N5O2W", "method": "wB97M-V/def2-TZVPD", "elements": ["W", "C", "C", "C", "C", "C", "C", "C", "C", "C", "C", "C", "C", "C", "C", "C", "C", "C", "C", "C", "N", "C", "C", "C", "C", "C", "C", "C", "C", "C", "C", "C", "C", "N", "C", "C", "C", "C", "C", "N", "C", "C", "C", "C", "C", "C", "C", "C", "N", "H", "H", "H", "H", "H", "H", "H", "H", "H", "H", "H", "H", "H", "H", "H", "H", "H", "H", "H", "H", "H", "H", "H", "H", "H", "H", "H", "H", "C", "C", "C", "C", "C", "C", "Br", "C", "C", "Br", "C", "O", "C", "N", "H", "H", "H", "H", "H", "H", "C", "O", "H", "H", "H"], "positions_angstrom": [[0.25, 0.22, 0.09], [1.53, 3.46, 6.84], [1.03, 4.07, 5.70], [0.80, 3.32, 4.55], [1.08, 1.95, 4.55], [1.58, 1.35, 5.70], [1.80, 2.10, 6.84], [0.81, 1.17, 3.31], [-0.52, 0.89, 3.01], [-1.58, 1.03, 3.96], [-2.68, 0.47, 3.41], [-2.34, 0.07, 2.09], [-3.25, -0.32, 1.13], [-4.70, -0.38, 1.43], [-5.39, -1.57, 1.26], [-6.75, -1.63, 1.53], [-7.43, -0.50, 1.95], [-6.74, 0.70, 2.11], [-5.38, 0.76, 1.86], [-2.83, -0.57, -0.18], [-1.52, -0.72, -0.56], [-1.58, -1.05, -1.92], [-0.55, -1.73, -2.55], [-0.68, -2.12, -3.98], [0.22, -1.60, -4.90], [0.12, -1.94, -6.24], [-0.87, -2.82, -6.66], [-1.76, -3.35, -5.74], [-1.67, -3.00, -4.40], [0.56, -2.17, -1.84], [1.45, -3.17, -2.33], [2.42, -3.32, -1.40], [2.15, -2.38, -0.37], [0.95, -1.73, -0.58], [3.11, -2.01, 0.57], [2.90, -0.95, 1.42], [3.82, -0.49, 2.41], [3.20, 0.48, 3.13], [1.86, 0.58, 2.63], [1.71, -0.24, 1.51], [4.41, -2.73, 0.61], [4.46, -4.05, 1.05], [5.67, -4.72, 1.09], [6.83, -4.08, 0.68], [6.79, -2.76, 0.24], [5.58, -2.08, 0.21], [-2.91, -0.93, -2.39], [-3.69, -0.69, -1.30], [-0.98, 0.30, 1.85], [1.70, 4.04, 7.73], [0.81, 5.13, 5.70], [0.39, 3.79, 3.67], [1.78, 0.28, 5.70], [2.17, 1.62, 7.73], [-1.45, 1.44, 4.95], [-3.65, 0.34, 3.86], [-4.86, -2.46, 0.94], [-7.28, -2.57, 1.41], [-8.49, -0.55, 2.15], [-7.27, 1.59, 2.43], [-4.85, 1.70, 1.99], [1.01, -0.94, -4.57], [0.82, -1.53, -6.96], [-0.95, -3.09, -7.71], [-2.52, -4.05, -6.07], [-2.36, -3.44, -3.68], [1.33, -3.69, -3.26], [3.27, -3.98, -1.42], [4.81, -0.89, 2.55], [3.58, 1.02, 3.97], [3.55, -4.55, 1.37], [5.71, -5.74, 1.44], [7.78, -4.60, 0.71], [7.69, -2.27, -0.08], [5.54, -1.06, -0.15], [-3.22, -1.09, -3.41], [-4.76, -0.61, -1.26], [-2.73, 2.61, -0.16], [-1.90, 2.59, -1.39], [-2.26, 3.47, -2.45], [-1.49, 3.59, -3.56], [-0.28, 2.87, -3.63], [0.70, 2.98, -4.66], [0.38, 4.10, -6.13], [1.87, 2.28, -4.59], [2.14, 1.43, -3.51], [3.73, 0.45, -3.43], [1.21, 1.30, -2.51], [1.35, 0.46, -1.47], [0.00, 2.01, -2.56], [-0.83, 1.82, -1.48], [-3.04, 3.64, 0.05], [-2.19, 2.24, 0.70], [-3.65, 2.03, -0.29], [-3.16, 4.05, -2.33], [-1.77, 4.26, -4.36], [2.61, 2.38, -5.38], [1.59, 2.95, 0.41], [0.66, 1.91, 0.66], [1.56, 3.21, -0.65], [2.60, 2.61, 0.67], [1.32, 3.81, 1.01]], "spin_multiplicity": 1, "e_lumo_ev": -7.185, "homo_lumo_gap_ev": 5.4358, "e_homo_ev": -12.62, "charge": 2}

---

{"formula": "C20H17Cl5GeN6OS2Sc", "method": "wB97M-V/def2-TZVPD", "elements": ["Sc", "C", "S", "C", "S", "N", "N", "C", "C", "C", "C", "C", "C", "N", "H", "H", "H", "H", "H", "H", "H", "H", "N", "C", "O", "C", "C", "C", "C", "N", "C", "H", "H", "H", "H", "H", "H", "Cl", "Ge", "Cl", "Cl", "Cl", "C", "C", "C", "C", "C", "Cl", "C", "N", "H", "H", "H"], "positions_angstrom": [[0.61, 0.78, -0.73], [-2.80, 5.69, -0.72], [-3.17, 4.09, -1.45], [-1.90, 3.07, -0.82], [-1.98, 1.46, -1.38], [-1.01, 3.64, -0.04], [0.00, 2.78, 0.29], [0.79, 3.22, 1.20], [1.96, 2.43, 1.62], [2.86, 2.95, 2.53], [3.95, 2.20, 2.90], [4.12, 0.94, 2.34], [3.18, 0.50, 1.43], [2.11, 1.21, 1.08], [-3.63, 6.33, -1.01], [-1.87, 6.09, -1.11], [-2.75, 5.62, 0.36], [0.61, 4.20, 1.65], [2.69, 3.94, 2.94], [4.68, 2.58, 3.61], [4.97, 0.31, 2.58], [3.28, -0.47, 0.95], [-3.05, -3.36, -0.35], [-3.06, -3.12, 0.99], [-3.77, -3.73, 1.76], [-2.13, -2.05, 1.49], [-1.75, -2.07, 2.82], [-0.87, -1.11, 3.28], [-0.38, -0.17, 2.37], [-0.75, -0.14, 1.09], [-1.63, -1.05, 0.68], [-3.67, -4.06, -0.70], [-2.40, -2.92, -0.98], [-2.15, -2.84, 3.47], [-0.55, -1.08, 4.31], [0.33, 0.58, 2.69], [-1.94, -0.95, -0.35], [2.95, 0.09, -1.75], [1.97, 0.69, -3.91], [1.01, 2.48, -2.63], [3.76, 1.87, -4.59], [-1.25, -1.63, -4.45], [-0.48, -2.64, -3.29], [-0.44, -4.00, -3.50], [0.17, -4.83, -2.56], [0.73, -4.30, -1.39], [0.66, -2.95, -1.18], [1.37, -2.31, 0.27], [0.07, -2.02, -2.11], [0.04, -0.72, -1.91], [-0.87, -4.41, -4.40], [0.21, -5.89, -2.73], [1.20, -4.94, -0.67]], "spin_multiplicity": 2, "e_lumo_ev": [-1.088, -1.829], "homo_lumo_gap_ev": [6.9024, 6.1407], "e_above_lowest_ev": 0.462, "e_homo_ev": [-7.99, -7.97]}

---

{"formula": "C7H10O", "method": "wB97M-V/def2-TZVPD", "elements": ["C", "C", "C", "C", "C", "C", "C", "O", "H", "H", "H", "H", "H", "H", "H", "H", "H", "H"], "positions_angstrom": [[0.10, 2.78, 0.93], [-0.10, 1.51, 0.85], [0.21, 0.22, 0.66], [0.91, -0.50, 1.75], [-0.24, -0.49, -0.54], [-0.07, -1.98, -0.80], [-0.76, 0.35, -1.44], [-1.40, -0.10, -2.57], [0.83, 3.22, 0.26], [-0.44, 3.48, 1.56], [1.70, -1.13, 1.34], [0.31, -1.01, 2.34], [1.38, 0.32, 2.28], [1.01, -2.22, -0.98], [-0.64, -2.21, -1.76], [-0.40, -2.65, -0.09], [-0.91, 1.45, -1.27], [-1.48, -1.05, -2.51]], "spin_multiplicity": 1, "e_lumo_ev": 0.774, "homo_lumo_gap_ev": 8.4540, "smiles": "C=C=C(C)/C(C)=C/O", "e_above_lowest_ev": 3.221, "e_homo_ev": -7.68}

---

{"formula": "C2H5N2O", "method": "wB97M-V/def2-TZVPD", "elements": ["C", "C", "N", "N", "O", "H", "H", "H", "H", "H"], "positions_angstrom": [[0.77, -0.89, 0.09], [0.88, 0.57, -0.08], [-0.10, 1.34, -0.03], [-2.54, -0.18, 0.47], [-3.14, -0.31, -0.45], [1.47, -1.24, 0.85], [-0.24, -1.17, 0.36], [1.06, -1.38, -0.84], [-0.07, 2.34, -0.12], [1.90, 0.93, -0.26]], "spin_multiplicity": 1, "e_lumo_ev": [-7.691, -8.514], "homo_lumo_gap_ev": [7.5472, 5.7421], "e_above_lowest_ev": 4.568, "e_homo_ev": [-15.24, -14.26], "charge": 1}

---

{"formula": "H20O10", "method": "wB97M-V/def2-TZVPD", "elements": ["O", "H", "H", "O", "H", "H", "O", "H", "H", "O", "H", "H", "O", "H", "H", "O", "H", "H", "O", "H", "H", "O", "H", "H", "O", "H", "H", "O", "H", "H"], "positions_angstrom": [[2.10, -2.07, 1.20], [2.05, -2.01, 2.15], [1.69, -1.35, 0.73], [-2.56, 1.17, -2.15], [-3.17, 0.84, -2.80], [-1.73, 1.58, -2.35], [-0.27, 1.32, 2.29], [-0.89, 1.54, 1.60], [-0.76, 0.88, 3.00], [-1.54, -1.04, 2.39], [-1.63, -0.83, 1.47], [-0.81, -1.59, 2.64], [2.08, 3.19, 0.90], [1.70, 3.95, 0.48], [3.03, 3.35, 0.79], [-3.17, -0.96, -0.56], [-3.71, -0.96, 0.24], [-2.65, -0.15, -0.59], [0.68, 0.91, -0.58], [0.54, 0.85, -1.54], [1.27, 1.65, -0.44], [-0.33, -0.41, -2.57], [0.11, -0.53, -3.41], [-1.15, -0.91, -2.59], [-0.56, -3.03, 0.68], [-0.14, -3.04, -0.19], [0.27, -3.38, 1.06], [3.58, 0.55, -0.62], [2.68, 0.82, -0.33], [3.29, -0.34, -0.89]], "spin_multiplicity": 1, "e_lumo_ev": 0.001, "homo_lumo_gap_ev": 10.0885, "smiles": "O.O.O.O.O.O.O.O.O.O", "e_above_lowest_ev": 3.835, "e_homo_ev": -10.09}

---

no.,energy (eV)
1,-91850.531
2,-4342.191
3,-7949.280
4,-68000.427
5,-32463.934
6,-12472.333
7,-21739.147
8,-211081.479
9,-193509.848
10,-9465.339
11,-7171.464
12,-20798.778